Entry 1:
The following is a DFT calculation (ωB97M-V/def2-TZVPD) of a molecular structure, C28H47NO7P4Pt.

CARTESIAN COORDINATES (ANGSTROEM)
Pt 0.1950 0.8431 -0.2763
C 3.7194 -2.2354 1.8609
C 3.3653 -1.3207 0.6900
C 2.8687 -2.1661 -0.4850
P 2.0739 -0.0241 1.0986
C 3.0648 1.3242 1.9266
C 3.4595 2.2889 0.7998
C 4.3152 0.9426 2.7176
C 0.9834 -0.8305 2.2937
C 1.2796 -0.9875 3.6424
C 0.3740 -1.5653 4.5176
C 0.7137 -1.8528 5.9554
C -0.8905 -1.8802 4.0234
C -1.2133 -1.7052 2.6951
C -0.2596 -1.2397 1.7791
N -0.4870 -1.1164 0.4167
C -1.4292 -1.7848 -0.3124
C -2.0007 -3.0113 0.0803
C -3.0047 -3.6004 -0.6616
C -3.4932 -3.0218 -1.8316
C -4.6296 -3.6422 -2.6026
C -2.8487 -1.8828 -2.2903
C -1.8106 -1.2952 -1.5774
P -0.7472 0.0012 -2.2226
C -1.7437 0.9708 -3.4627
C -1.8173 0.4184 -4.8849
C -1.2118 2.4084 -3.4986
C 0.5730 -1.0124 -3.0503
C 1.7421 -0.1078 -3.4464
C 0.1627 -1.9680 -4.1662
H 4.4955 -2.9356 1.5423
H 2.8463 -2.8093 2.1708
H 4.0956 -1.6893 2.7236
H 4.2563 -0.7673 0.3781
H 1.8410 -2.4912 -0.3037
H 3.4900 -3.0560 -0.6060
H 2.8998 -1.5957 -1.4126
H 2.3518 1.8225 2.5836
H 4.1454 1.8003 0.1006
H 3.9564 3.1732 1.2038
H 2.5848 2.6177 0.2408
H 5.0481 0.4356 2.0879
H 4.0985 0.3134 3.5802
H 4.7794 1.8585 3.0900
H 2.2396 -0.6532 4.0170
H 1.7165 -1.5090 6.2062
H 0.6635 -2.9278 6.1395
H 0.0012 -1.3719 6.6277
H -1.6419 -2.2652 4.7035
H -2.2230 -1.8912 2.3594
H -1.6396 -3.4961 0.9757
H -3.4315 -4.5368 -0.3209
H -5.2122 -4.3078 -1.9671
H -4.2543 -4.2313 -3.4434
H -5.2952 -2.8780 -3.0047
H -3.1697 -1.4490 -3.2307
H -2.7480 0.9783 -3.0264
H -0.8400 0.4673 -5.3648
H -2.5001 1.0389 -5.4688
H -2.1739 -0.6088 -4.9263
H -0.2467 2.4452 -4.0085
H -1.0689 2.8045 -2.4945
H -1.9071 3.0528 -4.0401
H 0.8810 -1.6196 -2.1949
H 1.4750 0.5299 -4.2925
H 2.6109 -0.7013 -3.7380
H 2.0180 0.5315 -2.6049
H 0.0883 -1.4660 -5.1290
H -0.7874 -2.4562 -3.9450
H 0.9212 -2.7474 -4.2605
C -2.8323 2.5942 0.0907
C -1.9549 3.3720 1.0572
O -2.6118 4.4905 1.6253
P -0.3967 3.9564 0.2564
O 0.4916 4.6808 1.3462
O -0.9752 5.2290 -0.5556
O 0.3675 3.1290 -0.7310
P -1.2813 2.2648 2.4005
O -0.8906 3.3444 3.5574
O -2.2309 1.2517 2.8808
O 0.0880 1.9367 1.8251
H -3.1170 3.2091 -0.7675
H -3.7296 2.2603 0.6111
H -2.2985 1.7073 -0.2547
H -2.7118 5.1702 0.9468
H 0.4748 4.2117 2.2008
H -0.4350 5.3871 -1.3433
H -1.6239 3.4498 4.1784

Atoms 1-2, force components in eV/Å:
Pt -1.1 -2.2 -0.9
C 0.1 0.1 0.0

Calculated values
* lowest unoccupied orbital energy: -0.29 eV
* max |F|: 2.75 eV Å⁻¹
* highest occupied orbital energy: -6.83 eV
* Kohn-Sham gap: 6.54 eV


Entry 2:
The following is a DFT calculation (ωB97M-V/def2-TZVPD) of 2 unconnected molecules or ions with the total composition C4H14N3.

CARTESIAN COORDINATES (ANGSTROEM)
C 1.4698 1.1000 -1.5805
C -0.7883 0.1334 -1.2697
N 0.0279 1.1916 -1.5400
N -2.1147 0.3658 -1.2719
N -0.4294 -1.2182 -1.1173
H -0.3950 1.8452 -2.1383
H -2.4497 1.3252 -1.5399
H -2.7825 -0.3810 -1.6038
H 0.5964 -1.7296 -1.1972
H -0.9391 -1.8314 -0.3255
H 1.6578 0.9175 -2.7125
H 1.8729 0.3338 -0.8260
H 2.0044 2.0796 -1.5350
C 0.5766 -1.1472 2.0720
C -0.0569 0.1541 2.6698
H 0.7075 -2.0198 2.8403
H -0.1064 -1.4277 1.3960
H 1.6495 -0.9713 1.6452
H -0.1974 -0.0700 3.7594
H -0.8816 0.3239 1.8926
H 0.5781 1.0260 2.3822

Atoms 1-2, force components in eV/Å:
C 1.5 -0.3 -2.2
C 0.8 -1.3 -0.7

Calculated values
* charge: +1
* lowest unoccupied orbital energy: -3.39 eV
* max |F|: 5.49 eV Å⁻¹
* highest occupied orbital energy: -14.57 eV
* Kohn-Sham gap: 11.18 eV


Entry 3:
The following is a DFT calculation (ωB97M-V/def2-TZVPD) of a gas-phase ion, C7H10ClN4OS (charge +1).

CARTESIAN COORDINATES (ANGSTROEM)
C 2.3265 1.3761 -2.0204
O 1.4905 0.2770 -1.6886
C 0.3027 0.3334 -1.2264
N -0.4360 -0.7126 -1.4469
C -1.7024 -0.8743 -0.7680
S -3.1284 -0.9440 -1.5747
N -1.5476 -0.9107 0.5359
C -2.6687 -1.3255 1.3627
C -0.2327 -0.8451 1.1656
C 0.0059 0.3168 1.7108
N -0.8667 1.3902 1.4829
C -1.0870 1.8705 0.3435
Cl -2.2290 3.0236 -0.0595
N -0.2588 1.5087 -0.8025
H 2.3990 1.9938 -1.2393
H 1.9865 2.0923 -2.8724
H 3.2968 0.9031 -2.2999
H -0.0276 -1.3389 -2.1498
H -2.2294 -1.8060 2.1992
H -3.4811 -0.5727 1.7360
H -3.2687 -1.9728 0.7715
H 0.3295 -1.7335 1.3478
H 0.8183 0.4023 2.4542
H 0.0640 2.4220 -1.2045

Atoms 1-2, force components in eV/Å:
C 0.6 -0.4 -4.0
O 0.4 -0.6 -1.1

Calculated values
* charge: +1
* SMILES string: COc1[nH]c(=S)n(C)ccnc(Cl)[nH+]1
* lowest unoccupied orbital energy: -3.98 eV
* max |F|: 4.11 eV Å⁻¹
* highest occupied orbital energy: -12.20 eV
* Kohn-Sham gap: 8.23 eV


Entry 4:
The following is a DFT calculation (ωB97M-V/def2-TZVPD) of a single C4H7NO molecule.

CARTESIAN COORDINATES (ANGSTROEM)
C -1.1973 -0.7763 0.6658
C -0.3610 0.3249 -1.0586
C 0.6536 1.2797 -0.4302
C 1.2028 0.1837 0.4383
O 2.0865 -0.0073 1.2150
N 0.1508 -0.7908 -0.0570
H -2.0299 -1.0114 -0.0177
H -1.1049 -1.5014 1.4599
H -1.4215 0.2258 1.0614
H -0.1607 0.0162 -2.0746
H 1.3878 1.6901 -1.1210
H 0.2596 2.1002 0.1929
H 0.5341 -1.7333 -0.2741

Atoms 1-2, force components in eV/Å:
C 0.5 -0.9 0.9
C 0.4 0.6 -1.1

Calculated values
* lowest unoccupied orbital energy: 0.70 eV
* max |F|: 1.83 eV Å⁻¹
* highest occupied orbital energy: -6.63 eV
* Kohn-Sham gap: 7.34 eV